1 | 24
Properties=species:S:1:pos:R:3 method="wB97M-V/def2-TZVPD" multiplicity=1 charge=0
C -0.218 2.073 -1.921
C 0.244 2.132 -0.418
C 0.621 0.581 0.055
C 1.286 0.050 1.461
C 0.296 -1.180 1.016
C -0.728 -1.559 2.008
C -0.417 -0.484 -0.096
H 0.514 1.479 -2.693
H -1.092 1.467 -1.996
H -0.553 3.177 -2.390
H 0.998 3.014 -0.165
H -0.726 2.241 0.181
H 1.307 0.357 -0.862
H 0.816 0.707 2.291
H 2.288 -0.207 2.037
H -2.136 -1.870 1.623
H -0.254 -2.657 2.781
H -1.041 -0.450 2.617
H 0.532 -2.787 -0.359
H -1.609 -0.024 -0.249
H 0.563 -1.179 -2.170
H -1.423 -1.314 -1.975
N -0.385 -1.406 -1.216
O 1.116 -2.163 0.440

2 | 24
Properties=species:S:1:pos:R:3 method="wB97M-V/def2-TZVPD" multiplicity=1 smiles="CC(C)(C)[C@@](C)(N)C=O" charge=0
C 0.187 0.819 1.701
C -0.298 -0.140 0.596
C -1.865 0.173 0.382
C -0.238 -1.571 1.172
C 0.501 0.031 -0.765
C 1.540 1.168 -0.780
N 1.255 -1.188 -1.143
C -0.528 0.320 -1.893
O -0.722 1.424 -2.398
H 1.238 0.645 1.953
H 0.060 1.863 1.394
H -0.384 0.678 2.626
H -2.415 -0.059 1.302
H -2.013 1.241 0.199
H -2.389 -0.427 -0.368
H -0.640 -2.311 0.474
H -0.824 -1.649 2.095
H 0.792 -1.850 1.424
H 1.083 2.141 -0.573
H 2.008 1.263 -1.769
H 2.338 0.997 -0.050
H 0.625 -1.971 -1.309
H 1.760 -1.029 -2.016
H -1.072 -0.570 -2.254

Ordering by calculated energy gives the sequence 2, 1, with the first entry being the most stable.